No. 1
{
  "formula": "C4H9NO2S",
  "method": "ωB97M-V/def2-TZVPD",
  "total_energy_ev": -20713.07097,
  "orbital_gap_ev": 9.5087,
  "homo_energy_ha": -0.3233,
  "charge": 0,
  "fmax_ev_per_a": 2.3,
  "smiles": "O=C[C@H](CS)NCO",
  "elements": ["O", "C", "C", "C", "S", "N", "C", "O", "H", "H", "H", "H", "H", "H", "H", "H", "H"],
  "positions_angstrom": [[0.848, 1.103, -2.086], [0.181, 0.268, -1.541], [-0.227, 0.451, -0.008], [0.164, 1.829, 0.457], [-1.275, 2.790, 1.058], [0.484, -0.625, 0.728], [-0.102, -1.926, 0.637], [0.155, -2.569, -0.631], [-0.103, -0.704, -1.952], [-1.283, 0.193, 0.076], [0.841, 1.840, 1.320], [0.786, 2.304, -0.297], [-1.437, 3.467, -0.043], [1.487, -0.593, 0.587], [0.223, -2.520, 1.486], [-1.184, -1.847, 0.690], [0.443, -3.461, -0.481]]
}

No. 2
{
  "formula": "C28H68BrClI2N28O13S",
  "method": "ωB97M-V/def2-TZVPD",
  "total_energy_ev": -208096.29842,
  "orbital_gap_ev": 7.8732,
  "homo_energy_ha": -0.3134,
  "charge": 0,
  "fmax_ev_per_a": 1.0,
  "elements": ["C", "C", "I", "C", "I", "C", "C", "C", "C", "C", "Cl", "C", "C", "C", "C", "C", "Br", "C", "N", "S", "N", "C", "H", "H", "H", "H", "H", "H", "H", "H", "H", "H", "H", "H", "H", "H", "H", "H", "C", "O", "N", "N", "H", "H", "H", "H", "C", "O", "N", "N", "H", "H", "H", "H", "C", "O", "N", "N", "H", "H", "H", "H", "C", "O", "N", "N", "H", "H", "H", "H", "C", "O", "N", "N", "H", "H", "H", "H", "C", "O", "N", "N", "H", "H", "H", "H", "C", "O", "N", "N", "H", "H", "H", "H", "C", "O", "N", "N", "H", "H", "H", "H", "C", "O", "N", "N", "H", "H", "H", "H", "C", "O", "N", "N", "H", "H", "H", "H", "C", "O", "N", "N", "H", "H", "H", "H", "C", "O", "N", "N", "H", "H", "H", "H", "C", "O", "N", "N", "H", "H", "H", "H"],
  "positions_angstrom": [[2.499, -1.693, -1.317], [1.061, -1.641, -1.750], [-0.244, -0.830, -0.277], [0.539, -2.027, -2.915], [1.763, -2.805, -4.439], [-0.915, -1.870, -3.197], [-1.823, -2.816, -2.826], [-1.464, -4.103, -2.129], [-0.968, -5.226, -3.076], [0.282, -5.851, -2.483], [0.904, -7.196, -3.493], [-3.230, -2.569, -3.046], [-3.739, -1.443, -3.607], [-5.205, -1.121, -3.771], [-6.115, -1.528, -2.597], [-5.486, -1.397, -1.200], [-6.777, -3.358, -2.872], [-2.778, -0.483, -4.054], [-3.029, 0.671, -4.668], [-1.615, 1.381, -4.956], [-0.599, 0.298, -4.301], [-1.368, -0.685, -3.849], [2.865, -0.669, -1.203], [2.560, -2.141, -0.324], [3.122, -2.251, -2.006], [-2.340, -4.437, -1.576], [-0.683, -3.884, -1.395], [-0.813, -4.883, -4.097], [-1.727, -6.010, -3.096], [0.055, -6.281, -1.509], [1.092, -5.137, -2.354], [-3.932, -3.326, -2.719], [-5.319, -0.052, -3.943], [-5.562, -1.631, -4.667], [-6.982, -0.875, -2.649], [-4.567, -0.814, -1.195], [-5.235, -2.397, -0.842], [-6.195, -0.981, -0.488], [3.670, -1.653, 2.632], [4.526, -1.723, 1.757], [2.418, -1.158, 2.383], [3.880, -2.053, 3.911], [1.708, -1.096, 3.088], [2.216, -0.849, 1.451], [4.787, -2.417, 4.139], [3.183, -1.993, 4.632], [-6.577, 2.271, -0.386], [-7.218, 1.235, -0.392], [-5.920, 2.727, -1.494], [-6.469, 3.066, 0.724], [-5.390, 3.578, -1.506], [-5.987, 2.170, -2.332], [-6.940, 2.762, 1.555], [-5.941, 3.918, 0.741], [0.491, 3.535, -1.112], [1.298, 3.117, -0.288], [0.278, 4.868, -1.311], [-0.244, 2.708, -1.900], [-0.370, 5.227, -1.987], [0.805, 5.512, -0.751], [-0.112, 1.717, -1.790], [-0.903, 3.041, -2.578], [2.179, -1.501, 7.591], [2.167, -1.491, 6.365], [3.273, -1.832, 8.314], [1.073, -1.163, 8.326], [3.292, -1.834, 9.324], [4.104, -2.078, 7.808], [0.243, -0.912, 7.825], [1.069, -1.156, 9.327], [7.791, -1.563, 5.177], [7.303, -2.382, 5.943], [8.335, -0.388, 5.603], [7.814, -1.773, 3.824], [8.739, 0.279, 4.974], [8.317, -0.192, 6.597], [7.410, -2.626, 3.487], [8.184, -1.115, 3.166], [-1.469, 3.376, 2.736], [-2.161, 4.155, 2.099], [-0.174, 3.102, 2.419], [-1.953, 2.706, 3.832], [0.393, 2.459, 2.937], [0.224, 3.564, 1.618], [-2.903, 2.879, 4.096], [-1.403, 2.062, 4.368], [-8.922, 1.692, -3.684], [-7.813, 1.184, -3.752], [-9.270, 2.553, -2.687], [-9.895, 1.431, -4.609], [-10.169, 2.987, -2.613], [-8.566, 2.751, -2.000], [-9.666, 0.795, -5.349], [-10.812, 1.832, -4.569], [-5.600, 0.537, -7.674], [-5.665, -0.508, -7.041], [-6.439, 0.799, -8.723], [-4.694, 1.509, -7.386], [-6.404, 1.646, -9.255], [-7.127, 0.105, -8.949], [-4.070, 1.338, -6.615], [-4.626, 2.366, -7.899], [4.371, -0.514, 12.028], [4.154, -0.978, 10.919], [4.850, 0.750, 12.200], [4.155, -1.224, 13.174], [5.038, 1.151, 13.098], [5.021, 1.294, 11.374], [3.807, -2.159, 13.079], [4.330, -0.857, 14.090], [9.151, -1.012, 9.196], [8.582, -0.184, 8.504], [10.441, -1.395, 8.966], [8.536, -1.621, 10.250], [10.917, -2.081, 9.518], [10.915, -0.974, 8.190], [7.580, -1.373, 10.429], [8.981, -2.310, 10.824], [-5.487, -3.973, -8.004], [-5.620, -5.160, -8.251], [-5.750, -2.994, -8.925], [-5.063, -3.502, -6.798], [-5.653, -2.018, -8.708], [-6.057, -3.284, -9.833], [-4.861, -4.175, -6.083], [-4.959, -2.519, -6.606], [2.439, 5.396, -4.664], [1.522, 6.168, -4.437], [2.811, 4.421, -3.777], [3.173, 5.435, -5.813], [3.554, 3.770, -3.958], [2.302, 4.364, -2.913], [2.936, 6.136, -6.488], [3.939, 4.812, -5.996], [6.614, 3.587, -2.754], [6.638, 3.656, -3.973], [7.664, 3.105, -2.024], [5.524, 3.981, -2.034], [7.652, 3.037, -1.025], [8.475, 2.803, -2.529], [4.752, 4.331, -2.571], [5.458, 3.927, -1.036]]
}

No. 3
{
  "formula": "C5H10O",
  "method": "ωB97M-V/def2-TZVPD",
  "total_energy_ev": -7393.65571,
  "orbital_gap_ev": 10.6414,
  "homo_energy_ha": -0.3508,
  "charge": 0,
  "fmax_ev_per_a": 0.4,
  "elements": ["C", "C", "C", "O", "C", "C", "H", "H", "H", "H", "H", "H", "H", "H", "H", "H"],
  "positions_angstrom": [[0.818, 1.494, 0.344], [-0.479, 0.736, 0.146], [-0.937, 0.296, -1.250], [-1.402, -0.960, -0.735], [-0.614, -0.772, 0.463], [0.639, -1.626, 0.400], [1.029, 1.644, 1.410], [0.758, 2.487, -0.116], [1.673, 0.973, -0.100], [-1.303, 1.267, 0.640], [-0.105, 0.157, -1.960], [-1.732, 0.871, -1.739], [-1.194, -1.010, 1.364], [0.351, -2.683, 0.406], [1.303, -1.438, 1.252], [1.195, -1.436, -0.526]]
}

No. 4
{
  "formula": "C2H2N2S",
  "method": "ωB97M-V/def2-TZVPD",
  "total_energy_ev": -15918.51329,
  "orbital_gap_ev": 10.3598,
  "homo_energy_ha": -0.3569,
  "charge": 0,
  "fmax_ev_per_a": 4.6,
  "smiles": "N#[N+][S-].C#C",
  "elements": ["C", "C", "N", "N", "S", "H", "H"],
  "positions_angstrom": [[-1.696, -0.234, -0.436], [-1.405, 0.556, 0.411], [2.372, -1.425, 0.130], [2.109, -0.334, 0.023], [1.742, 1.117, -0.114], [-1.937, -0.923, -1.191], [-1.184, 1.243, 1.175]]
}

No. 5
{
  "formula": "C3H5N3O",
  "method": "ωB97M-V/def2-TZVPD",
  "total_energy_ev": -9705.55435,
  "orbital_gap_ev": 9.6798,
  "homo_energy_ha": -0.3286,
  "charge": 0,
  "fmax_ev_per_a": 0.8,
  "elements": ["O", "C", "C", "N", "N", "C", "N", "H", "H", "H", "H", "H"],
  "positions_angstrom": [[-2.059, 0.964, 0.428], [-2.133, -0.405, 0.165], [0.116, -0.368, -0.536], [1.082, 0.276, -0.969], [2.244, 0.330, -0.181], [2.544, -0.558, 0.721], [-0.899, -1.000, -0.324], [-1.938, 1.429, -0.410], [-2.888, -0.643, -0.595], [-2.411, -0.894, 1.100], [2.804, 1.118, -0.499], [3.537, -0.249, 1.098]]
}

No. 6
{
  "formula": "C3H10OSi",
  "method": "ωB97M-V/def2-TZVPD",
  "total_energy_ev": -13193.53527,
  "orbital_gap_ev": [7.7789, 7.5036],
  "homo_energy_ha": [-0.2862, -0.2696],
  "charge": 0,
  "fmax_ev_per_a": 3.1,
  "elements": ["C", "C", "C", "O", "Si", "H", "H", "H", "H", "H", "H", "H", "H", "H", "H"],
  "positions_angstrom": [[0.599, 1.116, -1.878], [0.745, -0.366, -1.598], [-0.105, 0.085, 2.342], [-1.074, -0.638, 3.076], [-0.632, -0.978, -0.369], [1.318, 1.537, -2.666], [-0.392, 1.343, -2.227], [0.605, 1.642, -0.840], [1.756, -0.424, -1.332], [0.728, -1.031, -2.465], [-0.196, 1.274, 2.123], [0.856, -0.210, 2.889], [-1.639, 0.012, 3.518], [-0.385, -2.322, 0.147], [-2.185, -1.039, -0.722]]
}

No. 7
{
  "formula": "C2H6N4O2",
  "method": "ωB97M-V/def2-TZVPD",
  "total_energy_ev": -12217.07450,
  "orbital_gap_ev": 8.5052,
  "homo_energy_ha": -0.3434,
  "charge": 0,
  "fmax_ev_per_a": 7.6,
  "elements": ["C", "C", "H", "H", "H", "H", "H", "H", "N", "N", "N", "N", "O", "O"],
  "positions_angstrom": [[-0.880, 0.626, 0.026], [2.136, -0.700, 0.307], [-3.036, -1.577, 1.133], [-3.006, 0.882, 0.064], [-0.527, 2.683, 0.804], [1.406, 1.031, -0.628], [2.048, -1.566, 1.002], [3.947, -0.679, 0.681], [-2.200, 0.128, 0.487], [-0.374, 1.836, -0.058], [1.221, -0.099, -0.637], [3.216, -0.047, 0.194], [-2.444, -1.224, -0.208], [-0.232, -0.408, -0.412]]
}

No. 8
{
  "formula": "C4H8O2",
  "method": "ωB97M-V/def2-TZVPD",
  "total_energy_ev": -8371.15574,
  "orbital_gap_ev": 9.7438,
  "homo_energy_ha": -0.3288,
  "charge": 0,
  "fmax_ev_per_a": 1.9,
  "smiles": "O=CCCCO",
  "elements": ["O", "C", "C", "C", "C", "O", "H", "H", "H", "H", "H", "H", "H", "H"],
  "positions_angstrom": [[1.527, 1.232, 0.105], [1.160, -0.088, -0.498], [0.239, -1.020, 0.362], [-1.224, -0.561, 0.304], [-1.184, 0.965, 0.151], [-2.173, 1.612, -0.107], [1.674, 1.944, -0.552], [2.128, -0.557, -0.615], [0.662, 0.011, -1.482], [0.594, -1.058, 1.396], [0.328, -2.056, -0.013], [-1.783, -1.027, -0.527], [-1.799, -0.831, 1.203], [-0.149, 1.434, 0.274]]
}

No. 9
{
  "formula": "C3H4BrN",
  "method": "ωB97M-V/def2-TZVPD",
  "total_energy_ev": -74707.24208,
  "orbital_gap_ev": 11.6622,
  "homo_energy_ha": -0.4047,
  "charge": 0,
  "fmax_ev_per_a": 4.0,
  "smiles": "C[C@@H](Br)C#N",
  "elements": ["C", "C", "C", "N", "Br", "H", "H", "H", "H"],
  "positions_angstrom": [[-1.382, 0.395, -0.566], [0.577, -0.339, 0.763], [0.213, 0.294, -0.564], [-2.517, 0.412, -0.503], [0.809, -0.713, -2.048], [1.283, -1.087, 0.759], [-0.389, -0.757, 1.289], [0.940, 0.415, 1.421], [0.464, 1.379, -0.551]]
}

No. 10
{
  "formula": "C4H5N3O2S",
  "method": "ωB97M-V/def2-TZVPD",
  "total_energy_ev": -23624.99192,
  "orbital_gap_ev": 8.5624,
  "homo_energy_ha": -0.3392,
  "charge": 0,
  "fmax_ev_per_a": 3.8,
  "smiles": "C[C@@](C#N)(C(N)=S)[N+](=O)[O-]",
  "elements": ["C", "C", "C", "C", "N", "N", "N", "O", "O", "S", "H", "H", "H", "H", "H"],
  "positions_angstrom": [[0.212, -0.225, 1.712], [-0.225, -1.112, -0.316], [-0.580, 1.603, 0.105], [0.428, 0.124, 0.353], [-0.177, -0.638, 2.691], [0.370, -2.282, -0.107], [1.909, 0.240, 0.026], [2.576, -0.585, 0.627], [2.342, 1.072, -0.699], [-1.462, -0.886, -1.307], [-0.768, 1.599, -0.930], [-1.548, 1.430, 0.648], [-0.030, 2.509, 0.409], [1.299, -2.358, 0.257], [0.140, -3.137, -0.568]]
}

No. 11
{
  "formula": "C4H6KO3",
  "method": "ωB97M-V/def2-TZVPD",
  "total_energy_ev": -26708.45624,
  "orbital_gap_ev": [6.3586, 6.4175],
  "spin_multiplicity": 2,
  "homo_energy_ha": [-0.2543, -0.2562],
  "charge": 0,
  "fmax_ev_per_a": 4.6,
  "s2": 0.755,
  "elements": ["C", "C", "O", "H", "H", "H", "H", "O", "K", "C", "O", "C", "H", "H"],
  "positions_angstrom": [[-2.842, -0.445, -0.067], [-1.946, -1.124, 0.914], [-1.232, -0.480, 1.702], [-3.601, -1.165, -0.408], [-3.306, 0.446, 0.372], [-2.252, -0.174, -0.957], [-1.523, -2.083, 0.549], [1.098, -0.736, -0.554], [2.278, 0.250, -2.571], [1.235, -0.103, 0.473], [2.068, 0.798, 0.788], [3.045, 1.341, -0.286], [4.018, 1.050, 0.148], [2.959, 2.426, -0.103]]
}

No. 12
{
  "formula": "C4H10Cl4Hg2O2",
  "method": "ωB97M-V/def2-TZVPD",
  "total_energy_ev": -66818.91316,
  "orbital_gap_ev": 1.9957,
  "homo_energy_ha": -0.5484,
  "charge": 2,
  "fmax_ev_per_a": 2.9,
  "elements": ["Hg", "Hg", "C", "O", "H", "H", "H", "C", "O", "H", "H", "H", "C", "Cl", "Cl", "H", "H", "C", "Cl", "Cl", "H", "H"],
  "positions_angstrom": [[2.414, 1.010, 1.611], [1.412, 1.736, -2.017], [0.661, -1.189, -0.171], [0.949, 0.201, -0.301], [0.051, -1.478, 0.685], [0.139, -1.526, -1.066], [1.581, -1.773, -0.179], [3.900, 3.372, -0.293], [2.768, 2.492, -0.198], [4.494, 3.424, 0.619], [4.476, 3.011, -1.145], [3.570, 4.387, -0.516], [-2.136, -0.078, 2.775], [-2.660, 1.581, 2.393], [-3.349, -1.227, 2.099], [-1.239, -0.274, 2.188], [-2.043, -0.189, 3.855], [-2.924, -2.614, -2.074], [-3.854, -2.726, -3.538], [-3.462, -3.786, -0.846], [-1.852, -2.748, -2.220], [-2.897, -1.605, -1.661]]
}